(1)
The following is a DFT calculation (ωB97M-V/def2-TZVPD) of a molecular structure, Br2H10O6V in a non-equilibrium geometry.

⟨S²⟩	0.783
energy above the lowest of the compared OMol25 structures with the same formula, charge and spin	0.033	eV
orbital gap (spin up / spin down)	7.8 / 7.8	eV
spin multiplicity	2
molecular weight	316.8	g mol⁻¹

Atoms and positions in Å:
O 0.861486 6.681618 -25.653441
V 1.161820 8.179724 -25.991396
Br 2.368543 8.551628 -23.682051
Br -1.398390 8.857884 -25.592145
O 0.449979 7.647973 -28.076687
H -0.209770 6.927493 -28.084129
H 0.406997 8.099329 -28.921698
O -0.093750 3.182879 -25.525466
H 0.076604 4.128668 -25.433624
H 0.273279 2.953816 -26.383095
O 3.138580 7.823863 -26.891795
H 3.465673 6.992600 -27.245967
H 3.604968 8.525064 -27.356303
O 1.479273 10.330195 -26.592959
H 1.428719 10.632055 -27.505031
H 1.078458 11.026255 -26.057458
O -1.084044 5.346264 -27.385122
H -0.980548 4.625529 -28.013377
H -1.776932 5.052001 -26.785129

Forces on the atoms, in the same order (eV/Å):
0.5850 0.9967 -0.5086
-1.4148 -1.9814 1.8386
-0.5523 0.2964 -1.2143
1.2137 0.0675 -0.1610
0.4145 0.0459 -0.1315
-0.1061 0.1023 0.5041
-0.1541 0.1277 0.0075
-0.0926 0.0057 0.0218
0.0705 0.0384 0.0050
0.0839 -0.0058 0.0335
-0.1162 0.4557 -0.1220
-0.2088 -0.1969 0.1137
0.1282 0.0995 0.1488
0.4057 -0.0478 -0.4017
-0.1495 0.0757 -0.0167
-0.1297 -0.1976 0.2406
0.1276 0.0476 -0.5314
-0.0907 -0.1046 0.0366
-0.0144 0.1748 0.1370

Here are the Löwdin charges for atoms 1 to 8, given in e: O -0.398; V 0.347; Br -0.062; Br -0.070; O -0.120; H 0.036; H 0.080; O -0.057


(2)
The following is a DFT calculation (ωB97M-V/def2-TZVPD) of 2 unconnected molecules or ions with the total composition C2H4INO2 in a non-equilibrium geometry.

energy above the lowest of the compared OMol25 structures with the same formula, charge and spin	1.944	eV
orbital gap	9.1	eV
molecular weight	201.0	g mol⁻¹

Atoms and positions in Å:
C -0.221246 -1.737868 0.159616
C 0.922223 2.162542 -1.115929
N -1.105787 -0.913190 0.779311
O 0.480919 -2.332122 1.134668
O 1.899459 2.719161 -1.533680
I -1.068608 2.689171 -1.633022
H 0.813472 1.562427 -0.207465
H -1.722391 -0.450852 0.101530
H -1.000521 -0.704880 1.742048
H 1.002480 -2.994391 0.572923

Forces on the atoms, in the same order (eV/Å):
-1.4562 0.8060 1.0576
1.2749 1.8800 0.3216
0.7245 -0.7253 -3.1582
1.4975 -1.7360 -1.8705
-1.5329 -1.4054 0.3855
-0.3608 0.0119 -0.4701
0.6037 -0.5657 -0.2211
0.3476 0.1160 1.2360
-0.4400 0.3691 0.9943
-0.6582 1.2493 1.7248

Here are the Löwdin charges for atoms 1 to 8, given in e: C -0.248; C -0.737; N 0.048; O -0.060; O -0.032; I 0.735; H 0.028; H 0.072


(3)
The following is a DFT calculation (ωB97M-V/def2-TZVPD) of a molecular structure, C16H24NO2Sn in a non-equilibrium geometry.

total charge	+1
orbital gap (spin up / spin down)	7.9 / 4.0	eV
molecular weight	381.1	g mol⁻¹

Atoms and positions in Å:
C -2.050616 -3.057476 -0.984838
C -3.035077 -2.695006 0.046297
C -2.351853 -2.789184 -2.397399
C -0.963179 -3.981426 -0.639405
H -2.986731 -3.575963 -2.847363
H -1.435284 -2.740921 -3.003253
H -2.893882 -1.840225 -2.519837
H -3.824620 -3.461376 0.160747
H -3.544836 -1.752008 -0.194207
H -2.555847 -2.591789 1.030301
H -1.274099 -5.041487 -0.692308
H -0.613854 -3.812557 0.388749
H -0.109524 -3.875522 -1.321874
C -0.665613 2.915763 -0.531629
C -1.350278 2.378199 -1.664935
C -2.094112 1.247936 -1.247923
H -1.356614 2.819304 -2.663497
C -1.875517 1.051800 0.151624
C -1.074962 2.152126 0.624952
H -0.937559 2.433965 1.661984
H -0.101778 3.845649 -0.492691
H -2.788218 0.666870 -1.859163
H -2.353529 0.306725 0.785163
C 2.448252 -0.426098 -0.053520
C 2.787610 0.363075 -1.222343
C 2.239471 -0.295093 -2.365099
H 3.498558 1.186728 -1.222904
C 1.512368 -1.424558 -1.926613
C 1.566885 -1.476279 -0.499872
H 1.155539 -2.255872 0.137417
H 2.880210 -0.334969 0.937725
H 2.421985 -0.012065 -3.404153
H 1.063722 -2.188147 -2.564691
Sn 0.531105 0.786428 -0.340710
N 1.539288 2.994889 4.028617
C 2.668184 2.941090 3.050122
C 2.066465 2.259510 1.834891
O 2.381013 2.603066 0.668397
O 1.177665 1.381873 2.141328
H 0.940927 3.801563 3.810927
H 1.866043 3.110706 4.989220
H 0.990328 2.114156 3.903045
H 3.040724 3.939196 2.831014
H 3.461240 2.327405 3.477710

Forces on the atoms, in the same order (eV/Å):
0.1172 0.3065 0.0399
-0.3592 0.1904 0.4787
-0.0941 0.1965 -0.6821
0.5256 -0.4176 0.1904
0.0951 0.1315 0.0476
-0.2128 -0.0318 0.0711
0.0726 -0.2142 -0.0266
0.0961 0.1322 -0.0014
0.0160 -0.1691 0.0417
-0.1460 -0.0294 -0.1166
0.0442 0.1403 0.0107
-0.0262 -0.1159 -0.1479
-0.1192 -0.0860 0.1100
-0.9054 0.2521 -0.0059
-0.3377 -0.1381 0.4262
0.1211 0.3764 0.3018
0.2093 -0.3334 0.3635
-0.7214 0.5177 -0.3165
-0.4416 0.2510 -0.4285
0.1738 -0.2562 -0.3135
-0.0695 -0.3682 -0.0850
0.5668 0.0646 0.1675
0.1422 0.2156 -0.2198
0.0826 -0.1300 -0.3975
0.4531 -0.6723 -0.7271
0.3707 -0.2279 0.6263
-0.4010 -0.1686 -0.0049
0.3576 -0.0106 0.6314
0.4986 -0.7397 -0.8658
0.1138 0.2264 -0.2218
-0.2413 0.1007 -0.2033
-0.2428 0.0169 0.4746
-0.1342 0.5201 0.2722
0.2545 0.4952 0.2108
-0.0041 0.5558 0.5696
0.2121 0.0012 -0.0667
-0.7915 -0.4183 -1.8937
-0.2981 -0.4538 1.9785
0.9556 0.5003 -0.1713
0.0102 -0.3590 0.1021
-0.0999 -0.0990 -0.0219
0.2749 0.2424 -0.2203
-0.0812 -0.0422 0.0656
-0.0364 0.0476 -0.0421

Here are the Löwdin charges for atoms 1 to 8, given in e: C -0.402; C -0.094; C -0.084; C -0.098; H 0.095; H 0.071; H 0.068; H 0.094


(4)
The following is a DFT calculation (ωB97M-V/def2-TZVPD) of 2 unconnected molecules or ions with the total composition C4H12 in a non-equilibrium geometry.

⟨S²⟩	0.750
total charge	-1
energy above the lowest of the compared OMol25 structures with the same formula, charge and spin	0.485	eV
orbital gap (spin up / spin down)	2.7 / 11.8	eV
spin multiplicity	2
molecular weight	60.1	g mol⁻¹

Atoms and positions in Å:
C -1.904780 -0.424271 1.381311
C -2.170236 0.183816 0.019981
H -2.713025 -0.113540 2.075630
H -1.718112 -1.493923 1.404585
H -1.066487 0.067883 1.880395
H -2.299866 1.269641 0.197617
H -3.009757 -0.262036 -0.507652
H -1.292395 0.185994 -0.639429
C 1.968627 -0.400028 -1.324235
C 2.039578 0.493403 -0.075859
H 2.945189 -0.462506 -1.799889
H 1.451762 -1.338496 -1.161265
H 1.429135 0.134808 -2.123917
H 3.054383 0.891609 0.058655
H 1.474248 1.421378 -0.152955
H 1.811736 -0.153732 0.767027

Forces on the atoms, in the same order (eV/Å):
-0.2445 0.7563 0.9939
0.8203 0.9779 -0.0543
-0.0663 -0.7425 -0.3564
-0.1965 -0.1225 -0.0526
0.4158 -0.1085 -0.3809
-0.5014 -0.3811 -0.2777
-0.1302 0.1172 0.0064
-0.1156 -0.5152 0.1457
-0.1457 1.5570 -1.0721
0.8840 -0.1571 -0.3079
0.2518 -0.7374 0.2228
0.1962 -0.2165 0.0560
-0.2796 -0.2347 0.2406
0.0970 -0.4066 0.1080
-0.7105 -0.3575 0.2459
-0.2747 0.5710 0.4828

Here are the Löwdin charges for atoms 1 to 8, given in e: C -0.283; C -0.309; H 0.048; H 0.029; H 0.040; H 0.044; H 0.034; H 0.031


Q: The lowest molecular weight belongs to which entry?
A: C4H12